Entry 1:
The following is a DFT calculation (ωB97M-V with the def2-TZVPD basis set) of 2 unconnected molecules or ions with the total composition C23H25F7IN5O8S at a distorted geometry.

Last column: Mulliken charge in e.
Cartesian coordinates (Å):
C (3.427451, -0.129455, 2.782885)  -0.958
N (2.513951, -0.902959, 1.952228)  0.190
C (1.512488, -0.422867, 1.260524)  -0.859
N (0.703063, -1.295964, 0.641743)  -0.166
C (1.341630, -2.509917, -0.042389)  0.430
O (2.314040, -2.245417, -0.741313)  -0.590
O (0.783018, -3.571987, 0.258118)  -0.698
C (-0.347457, -0.542705, -0.030493)  2.489
F (0.200051, -0.229888, -1.253449)  -0.577
C (-1.539811, -1.521347, -0.100913)  -0.629
O (-2.022509, -1.925415, 0.895985)  -0.633
C (-2.118427, -2.081223, -1.418193)  0.893
F (-1.631742, -3.317144, -1.655813)  -0.257
F (-1.761930, -1.312075, -2.486774)  -0.291
C (-3.667820, -2.112160, -1.414625)  0.271
F (-4.151417, -0.886388, -1.097535)  -0.193
F (-4.033295, -2.357093, -2.697777)  -0.363
C (-4.367464, -3.190495, -0.506266)  1.022
F (-5.285732, -3.838241, -1.263600)  -0.307
F (-3.512749, -4.111797, -0.030474)  -0.276
C (-5.170992, -2.567134, 0.664525)  0.166
O (-6.235184, -2.094216, 0.490213)  -0.462
O (-4.574888, -2.649854, 1.871367)  -0.369
C (-0.436574, 0.695197, 0.947100)  -0.093
C (-0.895375, 0.248529, 2.371461)  -2.168
C (-0.375263, 1.077737, 3.541220)  -1.438
C (-0.921616, 2.491036, 3.685333)  -0.581
S (-2.651723, 2.379601, 4.214167)  -0.296
N (-1.090296, 1.911508, 0.518318)  0.836
C (-0.935944, 2.327552, -0.901178)  0.519
C (-1.753375, 1.700424, -1.986589)  -1.270
O (-0.205115, 3.227719, -1.154268)  -0.545
C (-2.530584, 1.945307, 0.727629)  0.645
C (-3.107612, 3.314577, 0.900396)  -1.948
O (-3.211114, 0.969063, 0.686404)  -0.341
N (1.050596, 0.859793, 1.135852)  1.123
C (1.757208, 1.927914, 0.433091)  -0.073
C (3.236547, 2.027082, 0.692526)  -0.703
O (3.682712, 2.555957, 1.643176)  -0.453
I (4.574108, 1.175614, -0.741873)  0.133
H (3.811771, -0.787699, 3.550089)  0.344
H (4.277015, 0.214804, 2.209993)  0.342
H (2.942571, 0.719037, 3.242249)  0.257
H (2.663469, -1.898489, 1.935894)  0.354
H (-5.191708, -3.123366, 2.444415)  0.357
H (-0.676444, -0.797476, 2.512311)  0.798
H (-1.976372, 0.255997, 2.451442)  1.436
H (0.703734, 1.090462, 3.626677)  -0.112
H (-0.734475, 0.559717, 4.428002)  0.672
H (-0.756856, 3.108315, 2.810339)  0.269
H (-0.370795, 2.951980, 4.497460)  0.631
H (-2.826393, 3.560878, 4.812959)  0.168
H (-2.363623, 2.480651, -2.424830)  0.439
H (-2.392322, 0.900163, -1.649063)  0.204
H (-1.055981, 1.329798, -2.723689)  0.362
H (-3.668204, 3.533922, -0.004777)  0.415
H (-3.825265, 3.229384, 1.703289)  0.554
H (-2.358759, 4.066480, 1.096834)  0.287
H (1.602408, 1.833208, -0.636999)  0.706
H (1.323780, 2.883116, 0.703366)  0.382
N (5.279323, -0.975004, -3.611587)  0.028
C (6.301088, -0.703231, -4.481813)  -0.442
C (5.861712, -0.997067, -5.743767)  -0.455
C (4.521563, -1.461856, -5.628000)  -0.473
C (4.191459, -1.435061, -4.300082)  -0.472
H (5.315806, -0.856334, -2.617362)  0.167
H (7.246194, -0.327022, -4.129927)  0.378
H (6.434596, -0.891730, -6.649469)  0.385
H (3.875977, -1.779738, -6.428864)  0.401
H (3.283877, -1.702706, -3.785830)  0.436

Cartesian forces (eV/Å) of the 3 atoms listed first:
C 0.300 -0.381 -0.053
N 0.526 1.232 0.512
C -0.684 -1.109 -1.099

## Properties
HOMO: -7.99 eV
charge: 0

=====

Entry 2:
The following is a DFT calculation (ωB97M-V with the def2-TZVPD basis set) of a molecular structure, C10H28CdN2O5 at a distorted geometry.

Last column: Mulliken charge in e.
Cartesian coordinates (Å):
Cd (-22.513950, -8.941980, -15.248990)  1.332
O (-24.320660, -9.691230, -14.356050)  -0.843
C (-25.266430, -9.602600, -15.461070)  -0.479
C (-24.592880, -9.789540, -16.884010)  -0.546
O (-23.214690, -9.527180, -17.114410)  -0.925
H (-25.731470, -8.616880, -15.475340)  0.198
H (-25.985150, -10.394190, -15.249120)  0.342
H (-25.142380, -9.315980, -17.697580)  0.336
H (-24.704780, -10.844250, -17.135340)  0.338
C (-22.454230, -4.844240, -16.570610)  -1.570
C (-22.343580, -6.379840, -16.497070)  0.493
C (-20.824320, -6.750060, -16.260750)  -0.957
O (-20.678680, -8.208330, -16.211590)  -0.002
C (-19.438720, -8.641110, -16.800580)  -1.107
N (-23.134520, -6.875730, -15.352800)  -0.585
H (-22.121850, -4.291330, -15.692030)  0.369
H (-23.477080, -4.606850, -16.863070)  0.443
H (-21.810930, -4.539790, -17.396180)  0.420
H (-22.712530, -6.790320, -17.437000)  0.288
H (-20.374600, -6.307340, -15.372010)  0.199
H (-20.344610, -6.334180, -17.146760)  0.571
H (-19.298060, -8.274100, -17.817250)  0.359
H (-19.505970, -9.709480, -17.005910)  0.272
H (-18.586080, -8.375790, -16.175520)  0.377
H (-22.851730, -6.329280, -14.551850)  0.245
H (-24.067470, -6.495690, -15.425390)  0.315
C (-19.518020, -7.578210, -12.372050)  -1.608
C (-20.172500, -8.790180, -12.970360)  0.675
C (-20.180740, -10.037440, -12.042460)  -0.634
O (-18.927740, -10.400700, -11.439390)  -0.403
C (-17.813520, -10.929600, -12.232020)  -0.591
N (-21.567440, -8.404530, -13.331640)  -0.273
H (-19.653840, -6.683060, -12.978970)  0.499
H (-18.438420, -7.619470, -12.227660)  0.298
H (-19.957030, -7.385760, -11.393110)  0.384
H (-19.446030, -9.123340, -13.711540)  -0.197
H (-20.586680, -10.872720, -12.613090)  0.243
H (-20.801820, -9.755570, -11.192210)  0.432
H (-18.126570, -11.884810, -12.653540)  0.257
H (-16.978090, -11.133680, -11.562320)  0.248
H (-17.497350, -10.126450, -12.897670)  0.259
H (-22.069100, -8.351100, -12.456670)  0.287
H (-21.401700, -7.415550, -13.452240)  0.168
O (-21.538700, -10.775940, -15.094800)  -0.342
H (-22.129640, -11.395840, -15.522280)  0.197
H (-20.737470, -11.276130, -14.939690)  0.218

Cartesian forces (eV/Å) of the 3 atoms listed first:
Cd -2.567 -0.591 0.467
O -1.096 0.103 -1.220
C 2.377 0.044 1.016

## Properties
HOMO: -6.31 eV
charge: 0
ΔE to the lowest compared entry with this formula, charge and spin: 0.000 eV

=====

Entry 3:
The following is a DFT calculation (ωB97M-V with the def2-TZVPD basis set) of 2 unconnected molecules or ions with the total composition C3H7N3O2 at a distorted geometry.

Last column: Mulliken charge in e.
Cartesian coordinates (Å):
C (0.761483, 1.690494, -0.226631)  -0.624
C (-0.396406, -0.507663, -0.344608)  0.647
C (1.930282, -1.185863, -0.109608)  0.128
H (0.433282, 2.739142, 0.290162)  0.213
H (1.681950, 1.241842, 0.289070)  0.359
H (1.156746, 1.757770, -1.306472)  0.276
H (-1.523141, -2.128181, 0.463836)  0.406
H (-2.107196, 0.005710, 1.429493)  0.273
H (-3.224919, 0.350346, -0.103338)  0.276
H (2.868300, -1.846900, -0.535203)  0.328
N (-1.615665, -0.948073, -0.351338)  -0.335
N (-2.596531, -0.293335, 0.507256)  -0.463
N (0.595526, -1.390407, -0.424501)  -0.552
O (-0.391287, 0.814277, -0.265795)  -0.301
O (2.427569, -0.299161, 0.687670)  -0.629

Cartesian forces (eV/Å) of the 3 atoms listed first:
C 1.687 1.341 -0.447
C 5.479 1.236 0.753
C 2.882 2.143 1.461

## Properties
HOMO: -9.37 eV
charge: 0
ΔE to the lowest compared entry with this formula, charge and spin: 6.964 eV

=====

Entry 4:
The following is a DFT calculation (ωB97M-V with the def2-TZVPD basis set) of a molecular structure, C4H6NO3 at a distorted geometry.

Last column: Mulliken charge in e.
Cartesian coordinates (Å):
C (-0.120973, -0.110573, -0.582336)  -0.533
C (1.231456, 0.514899, -0.187277)  -0.455
C (2.042906, -0.207619, 0.753313)  0.162
O (3.137355, 0.082836, 1.268684)  -0.650
N (-1.144188, 0.200614, 0.362546)  -0.195
C (-2.518398, 0.253571, -0.090420)  0.508
O (-3.378250, -0.102771, 0.736086)  -0.756
O (-2.697166, 0.768245, -1.216858)  -0.753
H (-0.492361, 0.273441, -1.545639)  0.424
H (0.071509, -1.199674, -0.568431)  0.231
H (1.900238, -0.544547, -0.524473)  0.182
H (1.564315, 1.233104, -0.922152)  0.312
H (1.443004, -1.018001, 1.214463)  0.298
H (-1.039453, -0.143524, 1.302493)  0.224

Cartesian forces (eV/Å) of the 3 atoms listed first:
C -0.118 0.023 1.126
C 0.163 -2.714 -2.491
C 0.322 1.601 3.609

## Properties
HOMO: -4.27 eV
charge: -1
ΔE to the lowest compared entry with this formula, charge and spin: 3.269 eV

=====

no.,E (a.u.),Kohn-Sham gap (eV)
1,-3162.009821,7.5
2,-1051.070742,6.5
3,-433.066847,9.4
4,-436.479067,7.6